1.
ORCA calculation (the ωB97M-V functional and the def2-TZVPD basis) on a single C4H8N2 molecule at a distorted geometry.

Charge: 0
HOMO-LUMO gap (spin up / spin down): 7.54 / 7.53 eV

Last column: natural (NBO) charge in e.
Element x y z (Å)
C: -1.059 0.138 0.020  0.072
C: 2.030 0.579 -0.928  -0.352
C: -2.540 -0.022 0.055  -0.658
N: 1.993 -0.147 0.178  -0.400
C: 0.992 -0.658 0.914  0.036
N: -0.331 -0.593 0.772  -0.454
H: 2.912 -0.400 0.540  0.414
H: -0.695 0.916 -0.658  0.140
H: 1.140 0.847 -1.453  0.190
H: 2.987 0.770 -1.379  0.189
H: 1.317 -1.265 1.747  0.169
H: -3.013 0.895 0.415  0.214
H: -2.805 -0.838 0.721  0.226
H: -2.928 -0.221 -0.943  0.214

Force components x, y, z for each atom (eV/Å):
0.049 0.156 -0.382
0.021 0.160 -0.313
-0.053 0.075 0.086
-0.192 -0.060 0.051
0.960 -0.416 0.700
-0.585 0.140 -0.204
-0.324 0.029 -0.040
0.202 -0.122 0.073
-0.269 0.040 0.085
0.126 -0.034 0.102
0.276 0.043 -0.078
-0.081 0.050 -0.032
-0.039 -0.052 0.011
-0.089 -0.007 -0.059

2.
ORCA calculation (the ωB97M-V functional and the def2-TZVPD basis) on a molecular structure, H26KrO13 at a distorted geometry.

Charge: 0
HOMO-LUMO gap: 10.29 eV

Last column: natural (NBO) charge in e.
Element x y z (Å)
Kr: 0.008 0.012 -0.128  -0.001
O: 0.486 2.453 -2.979  -0.966
H: 1.306 2.058 -2.683  0.518
H: 0.689 2.809 -3.843  0.489
O: -1.560 0.755 -3.135  -1.008
H: -0.968 1.500 -3.034  0.490
H: -0.985 0.016 -3.334  0.496
O: -3.593 0.497 -1.121  -0.974
H: -3.951 1.371 -0.964  0.468
H: -2.788 0.653 -1.616  0.511
O: 1.759 -2.935 -1.294  -0.951
H: 1.334 -3.789 -1.218  0.487
H: 2.494 -3.085 -1.889  0.483
O: 3.094 -1.827 0.963  -0.981
H: 2.539 -2.401 0.435  0.476
H: 2.479 -1.257 1.425  0.487
O: 1.967 -0.160 2.896  -0.958
H: 1.577 -0.576 3.665  0.480
H: 1.868 0.779 3.055  0.489
O: 2.917 1.641 -1.429  -0.964
H: 3.137 1.880 -0.529  0.491
H: 3.636 1.075 -1.710  0.480
O: 0.076 -1.557 -3.280  -0.967
H: -0.621 -2.189 -3.099  0.475
H: 0.775 -1.790 -2.669  0.497
O: 0.409 -3.510 2.307  -0.954
H: 0.661 -3.510 3.230  0.465
H: 0.087 -2.623 2.145  0.486
O: 0.222 4.335 -1.015  -0.965
H: 0.281 3.673 -1.704  0.483
H: -0.577 4.821 -1.217  0.459
O: -0.900 1.600 3.564  -0.969
H: -1.207 1.837 2.688  0.466
H: -1.195 0.698 3.686  0.482
O: -3.320 0.077 1.702  -0.990
H: -4.222 -0.189 1.878  0.478
H: -3.286 0.199 0.753  0.506
O: -1.159 -1.036 3.185  -0.978
H: -1.790 -0.725 2.535  0.509
H: -1.675 -1.582 3.778  0.476

Force components x, y, z for each atom (eV/Å):
-0.010 0.010 0.097
-0.063 0.283 -0.308
0.650 -0.360 0.571
-0.022 0.196 -0.312
-1.243 0.026 0.133
0.404 0.236 0.033
0.402 -0.471 0.034
-0.521 -0.200 0.881
-0.196 0.267 -0.096
0.766 -0.054 -0.869
-0.209 0.205 -0.170
-0.219 -0.332 0.138
0.416 -0.055 -0.105
0.507 -0.088 -0.189
-0.127 -0.157 -0.219
-0.085 0.347 0.460
0.245 -0.064 -0.091
-0.216 -0.090 0.120
-0.238 0.299 -0.001
-0.203 0.076 -0.412
-0.100 0.111 0.290
0.166 -0.219 -0.048
-0.158 0.212 -0.603
-0.200 -0.196 0.045
0.255 -0.124 0.521
0.028 -0.450 -0.274
0.127 -0.003 0.156
-0.196 0.451 0.085
0.029 0.463 0.613
0.055 -0.356 -0.403
-0.152 0.160 0.049
0.304 0.881 0.268
-0.114 0.107 -0.190
0.099 -0.421 0.017
0.272 -0.043 0.794
-0.183 -0.082 0.115
0.035 0.018 -1.053
0.635 -0.510 0.462
-0.755 0.187 -0.667
-0.183 -0.261 0.130

3.
ORCA calculation (the ωB97M-V functional and the def2-TZVPD basis) on 6 unconnected molecules or ions with the total composition C5H21NO7 at a distorted geometry.

Charge: 0
HOMO-LUMO gap: 9.98 eV

Last column: natural (NBO) charge in e.
Element x y z (Å)
C: -2.348 -0.695 1.679  -0.628
C: -0.858 -0.765 1.859  -0.249
N: -0.040 -0.723 0.643  -0.430
C: 0.663 0.374 0.290  0.520
O: 0.653 1.478 0.826  -0.662
C: -0.223 -1.818 -0.306  -0.244
C: 0.793 -3.024 -0.117  -0.093
O: 1.218 -3.416 -1.414  -0.726
H: -2.932 -0.616 2.588  0.216
H: -2.730 -1.632 1.254  0.210
H: -2.600 0.178 1.078  0.214
H: -0.507 -1.679 2.388  0.196
H: -0.429 -0.079 2.603  0.264
H: 1.520 0.209 -0.357  0.129
H: -1.271 -2.091 -0.287  0.208
H: 0.069 -1.432 -1.305  0.215
H: 1.541 -2.709 0.582  0.174
H: 0.129 -3.896 0.081  0.187
H: 1.932 -2.761 -1.588  0.489
O: 0.507 3.093 -1.465  -0.987
H: 0.413 2.394 -0.791  0.493
H: 0.422 3.920 -0.980  0.494
O: 2.950 -1.566 -2.611  -0.959
H: 3.821 -1.424 -2.228  0.477
H: 2.554 -0.681 -2.625  0.503
O: -1.627 1.621 3.375  -0.944
H: -1.627 2.540 3.105  0.481
H: -2.556 1.338 3.387  0.469
O: -1.822 3.190 -0.306  -0.964
H: -1.627 2.418 0.253  0.471
H: -1.458 3.004 -1.175  0.484
O: 2.061 1.535 -2.821  -1.015
H: 1.899 2.046 -2.014  0.512
H: 1.509 1.666 -3.598  0.493

Force components x, y, z for each atom (eV/Å):
-0.336 -0.316 -0.353
1.992 -0.687 1.715
-0.789 0.596 -0.140
0.916 -0.270 1.448
-0.907 0.001 0.107
2.037 0.343 -0.466
-3.878 -0.708 -1.644
1.652 1.161 0.695
0.356 0.107 0.515
0.027 0.379 -0.421
-0.172 -0.183 -0.257
-0.773 -0.218 -0.606
-0.588 0.602 -0.849
-0.259 -0.622 -1.168
-0.001 -0.248 -0.215
-0.617 -0.172 0.409
0.592 -0.421 0.472
0.934 0.452 1.317
-0.344 -0.660 -0.967
0.229 -0.051 -0.248
0.143 0.620 0.274
-0.005 -0.075 0.180
0.015 0.156 0.330
0.074 -0.006 -0.107
0.009 0.230 -0.186
-0.533 -0.210 0.257
-0.053 0.263 -0.051
0.472 0.375 0.013
-0.778 -0.178 0.771
0.071 0.365 -0.351
0.090 -0.125 -0.047
1.516 -1.797 -0.030
-0.777 0.570 -1.237
-0.317 0.730 0.838

4.
ORCA calculation (the ωB97M-V functional and the def2-TZVPD basis) on a single C6H13NO2 molecule at a distorted geometry.

Charge: 0
HOMO-LUMO gap (spin up / spin down): 8.57 / 8.10 eV

Last column: natural (NBO) charge in e.
Element x y z (Å)
C: 1.503 0.532 -0.671  0.347
C: 0.618 -0.352 1.718  -0.228
C: -1.070 0.758 -0.361  -0.382
C: -2.422 0.183 -0.001  -0.625
N: -0.023 0.797 2.070  -0.521
C: 0.351 -0.303 -0.099  -0.068
C: 0.087 -1.558 -0.567  -0.332
O: 2.750 -0.080 -0.458  -0.722
O: 1.286 0.735 -2.050  -0.728
H: 2.735 -0.935 -0.911  0.470
H: 1.996 1.300 -2.379  0.483
H: -0.932 0.593 2.483  0.316
H: 1.552 1.481 -0.127  0.166
H: 1.705 -0.308 1.814  0.218
H: 0.242 -1.315 2.076  0.171
H: -0.886 1.726 0.094  0.225
H: -0.963 0.848 -1.440  0.216
H: 0.512 -2.447 -0.122  0.183
H: -0.677 -1.769 -1.299  0.192
H: -2.596 0.147 1.072  0.195
H: -3.210 0.794 -0.451  0.218
H: -2.560 -0.825 -0.390  0.205

Force components x, y, z for each atom (eV/Å):
0.433 -0.124 0.653
-0.082 -0.030 -1.241
2.170 -1.745 -0.537
0.056 -0.092 -0.003
0.281 0.260 0.741
-2.318 4.229 1.376
-0.364 -2.523 -0.632
0.153 -0.056 -0.070
-0.159 -0.128 0.161
-0.026 0.066 0.018
-0.047 -0.054 0.117
-0.024 -0.074 -0.128
-0.005 -0.052 -0.051
-0.010 0.080 -0.276
-0.127 0.078 -0.191
0.132 -0.101 0.044
-0.276 0.186 -0.089
0.423 -0.067 -0.096
-0.288 0.167 0.041
-0.026 0.023 0.089
0.041 0.029 0.098
0.062 -0.072 -0.024

5.
ORCA calculation (the ωB97M-V functional and the def2-TZVPD basis) on a single C5H8N2O2 molecule at a distorted geometry.

Charge: 0
HOMO-LUMO gap: 9.30 eV

Last column: natural (NBO) charge in e.
Element x y z (Å)
C: -2.259 -1.609 0.212  -0.646
C: -0.745 -1.368 -0.135  -0.158
C: -0.093 -0.197 -0.384  -0.038
N: 1.121 -0.010 -1.067  -0.475
C: 2.234 -0.348 -0.417  0.305
N: 2.334 -0.727 0.971  -0.875
C: -0.736 1.079 -0.026  0.758
O: -1.886 1.185 0.175  -0.579
O: 0.129 2.108 0.178  -0.694
H: -2.715 -2.366 -0.747  0.205
H: -2.248 -2.340 1.060  0.215
H: -2.986 -0.723 0.388  0.262
H: -0.425 -2.380 -0.624  0.216
H: 3.126 -0.356 -0.988  0.180
H: 3.345 -0.958 1.185  0.397
H: 1.673 -0.341 1.776  0.432
H: -0.309 2.935 0.297  0.495

Force components x, y, z for each atom (eV/Å):
-0.766 -1.479 -1.585
-1.380 -0.925 -2.273
-0.198 -0.817 0.227
3.279 -2.024 1.812
-4.439 0.633 1.201
0.601 0.806 -0.361
1.589 0.344 0.676
-2.986 0.890 0.270
1.331 -1.347 -0.601
1.264 2.471 2.691
-0.328 0.733 -0.460
1.669 -1.704 -0.345
0.412 2.159 1.266
0.972 -0.011 -0.216
-2.101 0.649 0.283
2.076 -1.138 -2.815
-0.996 0.760 0.231

6.
ORCA calculation (the ωB97M-V functional and the def2-TZVPD basis) on a molecular structure, C14H17O4SSe2W.

Charge: +3
HOMO-LUMO gap: 6.91 eV

Last column: natural (NBO) charge in e.
Element x y z (Å)
W: 0.215 -0.730 0.846  1.505
C: 3.525 -1.597 -0.677  -0.749
Se: 2.421 0.001 -0.531  0.669
C: 1.787 0.153 -2.377  -0.574
C: 0.692 -0.832 -2.705  -0.542
Se: -0.846 -0.493 -1.539  0.586
C: -1.805 -2.183 -1.761  -0.731
H: 3.034 -2.375 -1.249  0.258
H: 3.747 -1.929 0.335  0.275
H: 4.436 -1.244 -1.159  0.282
H: 2.667 -0.017 -3.001  0.301
H: 1.483 1.191 -2.506  0.266
H: 0.976 -1.872 -2.554  0.262
H: 0.332 -0.699 -3.727  0.295
H: -1.111 -3.008 -1.637  0.265
H: -2.222 -2.146 -2.766  0.284
H: -2.601 -2.216 -1.021  0.264
C: -3.489 1.530 0.745  -0.249
C: -3.024 0.324 1.217  0.036
C: -1.661 0.166 1.654  -0.467
C: -0.774 1.294 1.495  -0.063
C: 0.631 1.102 1.581  -0.211
C: 1.490 2.226 1.622  -0.080
C: 0.968 3.478 1.376  -0.176
C: -0.392 3.640 1.054  0.010
C: -1.277 2.555 1.068  -0.068
C: -2.645 2.647 0.725  0.076
H: -4.529 1.638 0.464  0.292
H: -3.707 -0.506 1.361  0.278
H: -1.568 -0.459 2.550  0.329
H: 2.549 2.101 1.816  0.284
H: 1.619 4.344 1.389  0.290
H: -0.762 4.625 0.787  0.276
H: -3.047 3.612 0.428  0.274
O: 0.884 -4.359 1.809  -0.707
S: 0.598 -3.071 1.379  2.494
O: 0.881 -2.601 -0.040  -0.871
O: 1.334 -1.829 2.054  -0.806
O: -0.810 -2.462 1.494  -0.855

Force components x, y, z for each atom (eV/Å):
0.039 0.050 -0.225
0.048 0.012 0.014
-0.032 -0.047 0.066
-0.019 0.024 -0.023
-0.021 -0.044 0.019
-0.019 -0.006 -0.044
-0.016 0.020 -0.018
-0.026 0.022 -0.011
-0.007 0.013 0.006
0.004 -0.022 -0.002
0.014 -0.015 0.026
-0.019 -0.009 -0.006
0.019 0.005 -0.008
-0.001 0.021 0.004
0.015 0.013 -0.002
-0.009 -0.022 0.005
0.000 0.011 0.002
0.038 0.035 -0.006
0.008 0.035 -0.012
-0.023 0.001 0.026
0.028 -0.039 0.005
-0.091 -0.313 0.070
-0.063 0.069 -0.031
-0.006 -0.039 0.026
0.041 0.003 -0.049
-0.011 0.041 0.009
-0.035 -0.060 0.031
0.002 0.006 -0.003
-0.007 0.003 -0.001
0.016 0.012 0.003
-0.002 -0.014 0.000
-0.006 0.003 0.002
0.004 0.004 0.019
-0.003 -0.002 -0.004
-0.022 0.006 0.015
-0.026 0.002 0.085
-0.004 0.047 -0.098
0.157 0.046 0.094
0.036 0.131 0.021

What is the formula in the fifth record?
C5H8N2O2

Which formula does entry 3 have?
C5H21NO7

Which formula does entry 1 have?
C4H8N2